24
Properties=species:S:1:pos:R:3:lowdin_spin:R:1 method="wB97M-V/def2-TZVPD" homo_ha="-0.564 / -0.696" fmax_ha_per_bohr=0.061 molar_mass_g_mol=307.22 s_squared=2.004 charge=+2 homo_lumo_gap_ev="6.05 / 9.49" multiplicity=3
C 5.003 -2.674 -2.866 0.0042
O 4.239 -2.421 -4.003 0.0327
C 4.763 -1.616 -1.790 0.0012
O 4.865 -0.348 -2.453 0.0010
C 4.365 0.792 -1.776 0.0196
C 4.336 1.909 -2.794 0.0051
O 3.695 1.401 -3.973 0.0074
C 3.223 2.418 -4.855 0.0003
Yb 4.002 -0.664 -4.476 0.9626
H 6.086 -2.688 -3.100 0.0003
H 4.764 -3.655 -2.416 0.0021
H 5.499 -1.668 -0.975 0.0001
H 3.745 -1.705 -1.375 0.0002
H 5.003 1.061 -0.924 0.0006
H 3.312 0.600 -1.401 0.0220
H 5.344 2.259 -3.058 0.0001
H 3.759 2.755 -2.396 0.0015
H 2.772 1.924 -5.720 0.0000
H 2.470 3.028 -4.339 0.0002
H 4.067 3.041 -5.178 0.0000
C 0.659 1.178 -1.881 0.7867
H 0.581 0.793 -2.897 0.0558
H 0.408 0.536 -1.038 0.0477
H 0.843 2.243 -1.745 0.0487